This record from OMol25 describes one molecule with the formula C4H10O3. The level of theory is the ωB97M-V functional and the def2-TZVPD basis.

Last column: Mulliken charge in e.
Cartesian coordinates (Å):
1 C 2.6065 0.6135 0.0271  -0.72
2 O 1.5068 -0.2028 0.3674  -0.38
3 C 0.4141 -0.3460 -0.5459  -0.61
4 C -0.7803 -0.5983 0.3864  0.34
5 O -0.7522 0.4654 1.3224  -0.63
6 C -2.1892 -0.5906 -0.2022  -0.66
7 O -2.5089 0.6504 -0.7853  -0.52
8 H 3.3702 0.4319 0.7918  0.24
9 H 2.3540 1.6847 0.0457  0.31
10 H 3.0304 0.3594 -0.9517  0.31
11 H 0.2243 0.5685 -1.1264  0.35
12 H 0.6201 -1.1760 -1.2348  0.34
13 H -0.6283 -1.5657 0.8927  0.26
14 H 0.2035 0.5865 1.4681  0.38
15 H -2.8780 -0.8252 0.6277  0.29
16 H -2.3296 -1.3626 -0.9663  0.37
17 H -2.2634 1.3067 -0.1166  0.34

Cartesian forces (eV/Å) of the 2 atoms listed first:
0.16 0.10 -0.11
-0.02 -0.11 0.02

- structure (SMILES) = COC[C@@H](O)CO
- HOMO energy (eV) = -10.25
- Kohn-Sham gap (eV) = 11.1